The following is a DFT calculation (the ωB97M-V functional and the def2-TZVPD basis) of a 2-piece molecular cluster, C6H6Cl3N overall in a non-equilibrium geometry.

```
16
Properties=species:S:1:pos:R:3:lowdin_spin:R:1
N -0.85277 -0.22943 1.55042 0.273
C -1.45929 0.86881 0.98838 0.129
C -0.69214 1.86673 0.41132 0.065
C 0.69114 1.76548 0.32949 0.251
C 1.27466 0.62185 0.82223 0.102
C 0.47484 -0.33615 1.54516 0.080
H -2.52619 1.01031 0.89843 0.016
H -1.23263 2.71403 0.01594 0.001
H 1.37714 2.49713 -0.07113 0.024
H 2.34377 0.47149 0.85072 0.010
H 0.93847 -1.12008 2.12559 0.009
C 0.00217 -1.97350 -1.81414 0.012
Cl -0.49820 -3.55918 -1.17191 0.006
Cl -1.41698 -1.04568 -2.24779 0.006
Cl 1.11146 -2.02770 -3.29745 0.005
H 0.46458 -1.52406 -0.93534 0.012
```

E_LUMO (spin up / spin down) = 2.963 / 2.938 eV
Kohn-Sham gap (spin up / spin down) = 0.094 / 0.254 hartree
⟨S²⟩ = 0.761
Highest occupied orbital energy (spin up / spin down) = 0.402 / -3.977 eV
Molecular weight = 198.5 g mol⁻¹
2S+1 = 2
Max |F| = 4.44 eV/A
E_tot = -45375.280 eV
Net charge = -1